C19H15Cl2NO3S | ωB97M-V/def2-TZVPD

SMILES string: C=C1C(=O)OC[C@@H]1[C@@H](O)c1cn(Cc2ccc(Cl)s2)c2ccc(Cl)cc12
Gap between HOMO and LUMO, eV: 8.481
ΔE to the lowest compared entry with this formula, charge and spin, kJ/mol: 501.5
Total energy, eV: -63455.7290

Each atom is followed by the atoms it is bonded to, with distances in Å.
CARTESIAN COORDINATES (ANGSTROEM)
1 O 4.983 3.214 -3.020  C7 1.243
2 Cl -4.309 -1.043 -2.535  C9 1.834
3 Cl -2.712 3.916 3.131  C19 1.748
4 O 3.864 1.166 -2.635  C7 1.440, C24 1.448
5 O 1.594 2.935 0.079  C25 1.366, H27 0.944
6 S -1.511 -1.242 -0.962  C9 1.770, C13 1.787
7 C 4.497 2.392 -2.224  O1 1.243, O4 1.440, C15 1.418
8 C 5.122 3.590 -0.051  C15 1.425, H28 1.100, H29 1.074
9 C -3.232 -1.607 -1.162  Cl2 1.834, S6 1.770, C10 1.367
10 C -3.697 -2.616 -0.366  C9 1.367, C11 1.455, H30 1.069
11 C -2.665 -3.038 0.568  C10 1.455, C13 1.399, H31 1.065
12 C 1.465 -0.438 1.127  C14 1.384, N22 1.437, H32 1.105
13 C -1.438 -2.386 0.409  S6 1.787, C11 1.399, C23 1.500
14 C 1.388 0.943 1.177  C12 1.384, C20 1.521, C25 1.526
15 C 4.408 2.634 -0.829  C7 1.418, C8 1.425, C26 1.577
16 C -2.459 1.294 2.933  C18 1.430, C19 1.372, H33 1.118
17 C -0.570 2.423 2.246  C19 1.323, C20 1.424, H34 1.092
18 C -1.867 0.022 2.661  C16 1.430, C21 1.386, H35 1.073
19 C -1.814 2.481 2.695  Cl3 1.748, C16 1.372, C17 1.323
20 C 0.077 1.202 1.902  C14 1.521, C17 1.424, C21 1.372
21 C -0.606 0.027 2.086  C18 1.386, C20 1.372, N22 1.404
22 N 0.224 -0.993 1.592  C12 1.437, C21 1.404, C23 1.528
23 C -0.288 -2.415 1.373  C13 1.500, N22 1.528, H36 1.127, H37 1.140
24 C 3.051 0.714 -1.525  O4 1.448, C26 1.557, H38 1.097, H39 1.034
25 C 2.379 1.991 0.677  O5 1.366, C14 1.526, C26 1.585, H40 1.123
26 C 3.549 1.448 -0.245  C15 1.577, C24 1.557, C25 1.585, H41 1.026
27 H 0.728 2.560 0.075  O5 0.944
28 H 5.085 3.423 1.036  C8 1.100
29 H 5.703 4.406 -0.437  C8 1.074
30 H -4.724 -2.909 -0.397  C10 1.069
31 H -2.840 -3.716 1.371  C11 1.065
32 H 2.451 -0.891 0.919  C12 1.105
33 H -3.554 1.283 3.158  C16 1.118
34 H -0.254 3.458 2.102  C17 1.092
35 H -2.476 -0.843 2.837  C18 1.073
36 H 0.499 -3.143 1.025  C23 1.127
37 H -0.598 -2.689 2.436  C23 1.140
38 H 2.063 1.065 -1.848  C24 1.097
39 H 3.109 -0.316 -1.448  C24 1.034
40 H 2.912 2.574 1.475  C25 1.123
41 H 4.157 0.818 0.290  C26 1.026